Entry 1:
C5H14N2O | wB97M-V/def2-TZVPD

CARTESIAN COORDINATES (ANGSTROEM)
C1 0.25 -1.66 -1.26
C2 0.66 -2.01 0.17
C3 0.47 -0.87 1.18
C4 1.45 0.27 1.02
N1 -0.54 2.56 0.50
C5 0.32 2.03 -0.36
N2 1.19 1.15 -0.05
H1 0.43 -0.61 -1.53
H2 0.84 -2.23 -1.96
H3 -0.80 -1.86 -1.45
H4 0.07 -2.85 0.56
H5 1.69 -2.39 0.20
H6 0.61 -1.28 2.18
H7 -0.58 -0.56 1.15
H8 2.45 -0.16 0.88
H9 1.59 0.84 1.96
H10 -0.28 2.56 1.50
H11 -1.03 3.39 0.20
H12 0.26 2.37 -1.39
H13 -2.57 0.80 -0.63
H14 -3.63 -0.02 -1.35
O1 -2.84 0.52 -1.52

Calculated values
2S+1 = 2
Charge = +1
HOMO energy (spin up / spin down) = -14.74 / -14.74 eV
Gap between HOMO and LUMO (spin up / spin down) = 11.2 / 7.2 eV

Table of Löwdin atomic charges, one value per atom, all in e: number 1, C, carries -0.082; number 2, C, carries -0.240; number 3, C, carries -0.190; number 4, C, carries -0.175; number 5, N, carries 0.191; number 6, C, carries -0.162; number 7, N, carries 0.208; number 8, H, carries 0.060; number 9, H, carries 0.074; number 10, H, carries 0.077; number 11, H, carries 0.121; number 12, H, carries 0.115; number 13, H, carries 0.122; number 14, H, carries 0.113; number 15, H, carries 0.154; number 16, H, carries 0.167; number 17, H, carries 0.144; number 18, H, carries 0.133; number 19, H, carries 0.174; number 20, H, carries 0.003; number 21, H, carries 0.059; number 22, O, carries -0.067

Entry 2:
C9H15B | wB97M-V/def2-TZVPD

CARTESIAN COORDINATES (ANGSTROEM)
C1 -0.21 2.13 -1.11
C2 0.42 0.87 -0.63
C3 1.35 0.18 -1.57
C4 0.31 0.50 0.73
C5 0.89 -0.71 1.24
C6 0.66 -1.11 2.55
C7 -0.12 -0.34 3.42
C8 -0.65 0.87 2.96
C9 -0.45 1.29 1.66
H1 -1.28 2.21 -0.85
H2 0.33 2.99 -0.69
H3 -0.13 2.18 -2.20
H4 1.35 -0.92 -1.51
H5 1.08 0.46 -2.60
H6 2.38 0.55 -1.40
H7 1.57 -1.28 0.60
H8 1.08 -2.05 2.90
H9 -0.34 -0.68 4.44
H10 -1.23 1.51 3.64
H11 -0.81 2.28 1.34
H12 -0.69 -1.20 -1.94
B1 -1.23 -2.17 -2.57
H13 -1.59 -3.08 -1.81
H14 -2.24 -1.81 -3.20
H15 -0.46 -2.67 -3.40

Calculated values
2S+1 = 1
HOMO energy = -7.52 eV
Gap between HOMO and LUMO = 4.5 eV

Table of Löwdin atomic charges, one value per atom, all in e: number 1, C, carries -0.016; number 2, C, carries -0.145; number 3, C, carries -0.060; number 4, C, carries -0.163; number 5, C, carries 0.043; number 6, C, carries -0.043; number 7, C, carries -0.022; number 8, C, carries -0.057; number 9, C, carries 0.016; number 10, H, carries 0.112; number 11, H, carries 0.122; number 12, H, carries 0.097; number 13, H, carries 0.081; number 14, H, carries 0.100; number 15, H, carries 0.123; number 16, H, carries 0.129; number 17, H, carries 0.117; number 18, H, carries 0.121; number 19, H, carries 0.117; number 20, H, carries 0.118; number 21, H, carries -0.085; number 22, B, carries -0.460; number 23, H, carries -0.084; number 24, H, carries -0.084; number 25, H, carries -0.076

Entry 3:
C5H13N2 | wB97M-V/def2-TZVPD

CARTESIAN COORDINATES (ANGSTROEM)
C1 3.31 -1.09 -0.68
C2 2.74 0.16 0.00
C3 1.31 0.47 -0.38
N1 -2.18 0.90 1.04
C4 -1.08 0.74 0.17
C5 0.22 0.47 0.51
N2 -3.49 -1.20 -0.60
H1 3.30 -0.85 -1.75
H2 4.32 -1.30 -0.32
H3 3.29 1.03 -0.31
H4 2.73 0.16 1.10
H5 1.07 0.97 -1.33
H6 -3.88 -2.04 -0.21
H7 -2.11 0.42 1.93
H8 -2.33 1.87 1.26
H9 -1.25 0.74 -0.90
H10 0.48 0.17 1.53
H11 2.68 -1.97 -0.62
H12 -3.62 -0.42 0.03
H13 -3.95 -1.03 -1.48

Calculated values
2S+1 = 2
HOMO energy (spin up / spin down) = -6.80 / -9.35 eV
Gap between HOMO and LUMO (spin up / spin down) = 8.0 / 9.8 eV

Table of Löwdin atomic charges, one value per atom, all in e: number 1, C, carries -0.109; number 2, C, carries -0.273; number 3, C, carries -0.110; number 4, N, carries -0.006; number 5, C, carries -0.213; number 6, C, carries -0.146; number 7, N, carries 0.017; number 8, H, carries 0.074; number 9, H, carries 0.064; number 10, H, carries 0.094; number 11, H, carries 0.101; number 12, H, carries 0.101; number 13, H, carries -0.002; number 14, H, carries 0.081; number 15, H, carries 0.078; number 16, H, carries 0.100; number 17, H, carries 0.104; number 18, H, carries 0.071; number 19, H, carries -0.026; number 20, H, carries 0.000